No. 1
{"formula": "C4H6OS", "method": "wB97M-V/def2-TZVPD", "species": ["S", "C", "C", "C", "O", "C", "H", "H", "H", "H", "H", "H"], "coordinates": [[-2.7300, -0.1195, -0.0851], [-1.1234, -0.0486, 0.0028], [-0.1518, 1.1120, 0.0094], [1.1980, 0.3718, -0.0927], [1.0146, -0.9913, -0.1517], [-0.3395, -1.3075, 0.0649], [-0.2880, 1.8245, -0.8260], [-0.1908, 1.6972, 0.9503], [1.7688, 0.6018, 0.8197], [1.8787, 0.7134, -0.8886], [-0.3997, -1.8911, 1.0000], [-0.6367, -1.9626, -0.8031]], "forces_ev_per_angstrom": [[-0.0192, 0.5504, 0.0345], [-0.6557, 0.1596, 0.3043], [0.2754, -0.0114, -0.3849], [1.5673, 1.9468, 1.0056], [-0.0068, -0.8071, -0.4137], [0.5618, -1.5777, -1.1261], [-0.2759, -0.4672, 0.3953], [-0.2682, -0.4047, -0.4886], [-0.0141, -0.0074, 0.0440], [-0.5933, -0.1471, -0.1896], [-0.5115, 0.3691, -0.2073], [-0.0597, 0.3966, 1.0264]], "mulliken_charge": [-0.27, 0.17, -0.29, -0.41, -0.40, -0.31, 0.25, 0.24, 0.22, 0.30, 0.25, 0.24], "max_force_ev_per_a": 2.7, "total_charge": 0, "lumo_ha": -0.01235, "relative_energy_ev": 1.491, "multiplicity": 1}

No. 2
{"formula": "C11H17N4", "method": "wB97M-V/def2-TZVPD", "species": ["C", "C", "N", "N", "N", "H", "H", "H", "H", "H", "H", "H", "H", "C", "C", "C", "C", "C", "C", "C", "C", "C", "N", "H", "H", "H", "H", "H", "H", "H", "H", "H"], "coordinates": [[-3.3054, -0.1231, -1.1497], [-1.8685, -0.3452, 0.8316], [-2.8486, 0.2872, 0.1638], [-1.6001, -1.6197, 0.3904], [-1.2269, 0.1806, 1.8343], [-3.0006, 1.2460, 0.4125], [-2.2599, -2.3874, 0.3172], [-0.6587, -1.9415, 0.2087], [-1.2248, 1.2234, 2.0446], [-0.8897, -0.4085, 2.6034], [-4.0983, 0.6249, -1.4288], [-3.7984, -1.0747, -1.1373], [-2.6219, 0.2008, -1.9125], [1.7540, -1.6404, -2.1484], [1.4694, 0.3502, 0.9577], [1.6745, 0.3519, -0.4304], [1.7321, -1.0991, -0.7620], [1.6370, -1.8334, 0.3691], [1.3157, 1.4731, 1.7548], [1.1829, 2.6053, 0.9427], [1.7047, 1.5090, -1.2156], [1.3583, 2.6340, -0.4391], [1.4448, -0.9648, 1.4682], [1.8051, -1.2345, 2.3649], [1.2594, 1.6051, 2.8093], [1.5562, -2.8927, 0.4993], [1.2888, 3.5111, 1.5289], [1.6365, 1.4888, -2.2879], [1.6383, -0.8015, -2.8563], [0.8108, -2.1310, -2.4105], [1.6594, 3.6103, -0.7955], [2.4741, -2.4043, -2.5273]], "forces_ev_per_angstrom": [[-1.7775, 2.7020, -0.2851], [-1.5586, -1.4543, -1.8508], [1.2042, -0.1098, 0.8232], [0.2989, -0.5174, 0.3962], [0.0319, 2.0899, 1.9471], [-0.3413, 0.2482, 0.2656], [-0.3663, 0.8835, -0.1123], [0.3195, 0.5217, 0.5845], [-0.1420, -2.0281, -0.6542], [0.0739, 0.2414, -0.9872], [0.1476, -0.8269, 0.6709], [0.4059, -0.5433, -0.4026], [0.9592, -1.1730, -0.4403], [-1.0558, -0.0675, -1.7680], [0.8431, -1.1081, 2.2808], [-0.2958, -2.5076, -0.2432], [0.3558, -0.0174, -0.5343], [-0.2242, 1.3893, 0.4634], [-0.4240, 1.0371, -2.9466], [1.3272, 0.1019, 1.6689], [-2.1367, 0.1230, 2.2406], [1.7815, 0.4114, -0.6677], [0.1494, -0.2416, -1.5294], [0.0655, 0.2936, 0.2737], [0.0737, -0.5234, 0.6663], [0.2869, -0.3498, 0.0122], [-0.5905, 0.5028, -0.5245], [0.7382, 0.1469, -0.2338], [0.8907, -0.2392, 0.0979], [-0.2813, -0.2577, 0.5409], [-0.8800, 0.2327, -0.5619], [0.1210, 1.0394, 0.8095]], "mulliken_charge": [-0.96, 0.44, -0.20, -0.32, -0.22, 0.27, 0.23, 0.17, 0.26, 0.27, 0.37, 0.29, 0.35, -1.29, 0.30, 0.53, 1.30, -1.42, -1.12, -0.19, -0.49, -0.79, 0.03, 0.28, 0.55, 0.42, 0.35, 0.38, 0.26, 0.29, 0.33, 0.32], "max_force_ev_per_a": 3.2, "total_charge": 1, "lumo_ha": -0.10585, "relative_energy_ev": 1.904, "multiplicity": 1}

What is the formula in the first record?
C4H6OS